Entry 1:
159
Properties=species:S:1:pos:R:3:mulliken_charge:R:1 method="wB97M-V/def2-TZVPD" homo_lumo_gap_ev=8.877 multiplicity=1 mol_weight_g_mol=1200.156 charge=+1 homo_energy_ev=-11.9826 total_energy_ev=-119071.0293
C 3.1007 -1.1741 3.2054 -0.131
C 1.8518 -0.9873 3.6135 -0.353
C 0.2745 -1.1850 3.9807 -0.573
N -0.6293 -0.6912 2.8531 0.261
C -1.4434 0.5113 3.1555 -0.953
O -2.8675 0.2150 3.4205 -0.147
O -3.4967 1.3450 2.9999 -0.296
C -0.5755 -1.4006 1.7140 0.208
N 0.2584 -2.5845 1.3643 -0.413
C 0.0084 -3.0110 -0.0124 0.251
F 0.6115 -4.0816 -0.7285 -0.246
N -1.0116 -2.0537 -0.4356 0.264
C -1.4987 -2.2940 -1.8350 -1.099
C -0.4148 -1.8585 -2.9817 -0.173
C -0.4829 -0.2546 -3.2597 0.267
C -0.8487 0.0500 -4.8205 -0.719
C -0.2229 1.5052 -5.2538 -0.642
C -1.1734 2.7385 -4.7419 -0.209
C -0.4941 4.1167 -5.2432 -0.897
C -0.2771 5.2337 -4.0958 -0.454
O -0.0839 4.7102 -2.7466 0.159
C 1.1649 4.0155 -2.6011 0.347
C 2.6167 4.7110 -2.5621 -0.910
O 1.1098 2.7321 -2.4459 -0.477
N -1.3650 -1.1461 0.5183 0.629
C -2.4183 -0.1791 0.1360 -0.105
C -3.7932 -0.5055 0.4957 -0.592
H 4.1595 -1.5637 2.9290 0.370
H 0.0415 -0.6373 4.9775 0.372
H 0.0258 -2.3166 4.0861 0.376
H -1.4071 1.2750 2.2937 0.449
H -1.0480 1.0380 4.1089 0.431
H -4.2020 1.5887 3.6533 0.274
H -1.6108 -3.4514 -1.9551 0.363
H -2.5321 -1.8522 -2.0738 0.431
H -0.7085 -2.3656 -3.9933 0.420
H 0.6550 -2.2458 -2.7498 0.024
H 0.5466 0.2053 -3.0247 0.175
H -1.2693 0.1799 -2.5276 -0.354
H -0.3256 -0.7572 -5.4564 0.380
H -2.0005 0.0197 -4.9571 0.231
H 0.8475 1.6485 -4.8395 0.224
H -0.1644 1.5566 -6.4132 0.375
H -1.3994 2.6848 -3.6165 -0.021
H -2.1837 2.5912 -5.2916 0.535
H 0.4763 3.9137 -5.8556 0.351
H -1.2366 4.5850 -6.0160 0.290
H 0.7100 5.7989 -4.3745 0.240
H -1.1166 6.0173 -4.1130 0.234
H 3.0466 4.4997 -1.4975 0.276
H 3.2897 4.1271 -3.2932 0.351
H 2.5914 5.8421 -2.8025 0.220
H -2.1897 0.7912 -0.4676 0.181
H -4.5758 0.2909 0.7647 0.253
H -4.1338 -1.6149 0.5562 0.259
C -0.7755 5.4614 -0.0797 -0.607
C -1.8760 6.4109 0.3426 0.807
C -1.5556 7.1416 1.6113 -0.135
O -2.8453 7.4463 2.1205 -0.374
C -3.6731 6.4541 1.6732 0.505
O -4.7820 6.2576 2.0897 -0.558
O -3.0674 5.7163 0.6957 -0.348
H -0.6417 4.6607 0.6551 0.278
H -1.0256 4.9791 -1.0285 0.233
H 0.1732 5.9915 -0.2001 -0.186
H -2.1143 7.1022 -0.4749 0.046
H -0.9762 8.0504 1.4342 0.179
H -1.0322 6.5208 2.3464 0.273
C -5.3935 -0.9454 4.6344 -0.464
C -6.6842 -0.4401 4.0247 0.682
C -7.8444 -0.5311 4.9688 -0.402
O -8.9505 -0.6176 4.0826 -0.361
C -8.4820 -1.2232 2.9505 0.596
O -9.1806 -1.6654 2.0794 -0.563
O -7.1159 -1.2620 2.9465 -0.336
H -5.4591 -2.0131 4.8655 -0.164
H -4.5627 -0.8254 3.9333 -0.017
H -5.1547 -0.3997 5.5519 0.438
H -6.5503 0.5800 3.6428 0.293
H -7.9248 0.3444 5.6167 0.404
H -7.8269 -1.4342 5.5878 0.179
C 3.6309 9.8510 3.1016 -1.541
C 2.4827 9.0847 2.4793 0.577
C 2.4989 7.6288 2.8339 -0.558
O 1.8052 7.0432 1.7415 -0.256
C 2.0395 7.8538 0.6662 0.571
O 1.8019 7.5537 -0.4740 -0.510
O 2.5819 9.0429 1.0594 -0.355
H 4.5934 9.5001 2.7177 0.365
H 3.5626 10.9142 2.8561 0.371
H 3.6256 9.7455 4.1897 0.382
H 1.5275 9.5559 2.7401 0.249
H 1.9920 7.4240 3.7792 0.347
H 3.5078 7.2042 2.8693 0.308
C 2.4377 -6.3145 0.0863 -1.469
C 3.8805 -6.5778 -0.2905 0.753
C 4.4625 -7.7547 0.4327 -0.447
O 5.8508 -7.4558 0.4308 -0.233
C 5.9443 -6.0916 0.4208 0.533
O 6.9522 -5.4802 0.6441 -0.557
O 4.7371 -5.5214 0.1281 -0.351
H 2.3487 -6.0408 1.1419 0.405
H 2.0361 -5.4778 -0.4905 0.194
H 1.8181 -7.1953 -0.1029 0.412
H 3.9749 -6.6822 -1.3783 0.065
H 4.2613 -8.6990 -0.0777 0.410
H 4.1275 -7.8315 1.4726 0.353
C 0.3701 11.4211 -3.2203 -1.453
C -0.7795 10.6565 -3.8424 0.497
C -0.7658 9.2005 -3.4867 -0.216
O -1.4605 8.6148 -4.5777 -0.288
C -1.2247 9.4249 -5.6547 0.594
O -1.4620 9.1247 -6.7919 -0.545
O -0.6800 10.6142 -5.2612 -0.343
H 1.3321 11.0683 -3.6040 0.371
H 0.3038 12.4844 -3.4664 0.374
H 0.3646 11.3162 -2.1320 0.357
H -1.7339 11.1294 -3.5818 0.275
H -1.2731 8.9973 -2.5410 0.159
H 0.2426 8.7741 -3.4507 0.236
C -9.5099 -4.7596 4.7429 -1.421
C -8.0660 -5.0283 4.3741 0.469
C -7.4933 -6.2094 5.0974 -0.556
O -6.1034 -5.9158 5.1045 -0.359
C -6.0042 -4.5541 5.0989 0.551
O -4.9925 -3.9454 5.3300 -0.599
O -7.2059 -3.9770 4.8012 -0.199
H -9.6035 -4.4887 5.7990 0.362
H -9.9052 -3.9189 4.1657 0.323
H -10.1319 -5.6370 4.5475 0.399
H -7.9658 -5.1298 3.2870 0.226
H -7.6955 -7.1513 4.5835 0.333
H -7.8347 -6.2873 6.1351 0.323
C 9.7019 -10.2775 0.8331 -1.410
C 8.4438 -11.1079 0.6892 0.506
C 7.3959 -10.7508 1.6995 -0.110
O 6.6481 -11.9527 1.8001 -0.319
C 7.5232 -12.9671 1.5240 0.635
O 7.3030 -14.1274 1.7352 -0.530
O 8.6796 -12.4802 0.9820 -0.347
H 10.1911 -10.4659 1.7933 0.368
H 10.4253 -10.5359 0.0550 0.347
H 9.4758 -9.2106 0.7557 0.364
H 8.0599 -11.0393 -0.3358 0.240
H 6.7665 -9.9206 1.3717 -0.053
H 7.8096 -10.5183 2.6867 0.319
C 5.7560 -3.8283 -3.9887 -1.539
C 4.3362 -4.3521 -3.9368 0.884
C 4.1144 -5.5163 -4.8546 -0.530
O 2.7204 -5.4379 -5.1127 -0.320
C 2.3907 -4.1154 -5.0140 0.590
O 1.3506 -3.6460 -5.3898 -0.534
O 3.4025 -3.4011 -4.4368 -0.339
H 5.9926 -3.4278 -4.9790 0.397
H 5.8908 -3.0090 -3.2772 0.359
H 6.4721 -4.6182 -3.7474 0.387
H 4.0583 -4.5911 -2.9028 -0.037
H 4.3771 -6.4693 -4.3906 0.332
H 4.6474 -5.4229 -5.8068 0.350

Entry 2:
10
Properties=species:S:1:pos:R:3:mulliken_charge:R:1 method="wB97M-V/def2-TZVPD" homo_lumo_gap_ev="8.030 / 7.708" multiplicity=3 mol_weight_g_mol=80.086 de_lowest_kj_mol=334.7 homo_energy_ev="-6.9140 / -9.5727" total_energy_ev=-7288.3361 s2=2.0138
C 0.2626 1.3727 -0.1369 0.097
C -0.9236 1.3381 0.2808 -0.525
C 1.3679 0.6297 -0.4303 -0.441
C -1.2907 -0.0812 0.4636 0.312
C -0.1453 -0.9883 0.1001 -0.460
O -1.2084 -0.8537 -0.7089 -0.332
H 1.6521 0.4161 -1.4488 0.279
H 2.1479 0.5182 0.3093 0.290
H -2.0459 -0.3779 1.1816 0.425
H 0.1835 -1.9735 0.3894 0.355